{
  "formula": "C28H38CaClN9P",
  "method": "wB97M-V/def2-TZVPD",
  "species": ["Ca", "N", "C", "C", "C", "C", "C", "C", "C", "C", "N", "C", "H", "H", "H", "H", "H", "H", "H", "H", "C", "N", "C", "N", "C", "N", "C", "P", "C", "C", "H", "H", "H", "H", "H", "H", "H", "H", "H", "H", "H", "H", "Cl", "C", "C", "C", "C", "C", "C", "C", "H", "H", "H", "H", "H", "H", "C", "N", "C", "N", "C", "N", "C", "N", "C", "C", "H", "H", "H", "H", "H", "H", "H", "H", "H", "H", "H", "H"],
  "coordinates": [[0.1252, 0.3096, -0.2171], [2.1782, -1.1902, 0.5342], [1.9414, -1.7656, 1.8225], [2.9615, -2.2102, 2.6107], [2.7057, -2.8007, 3.8701], [1.4291, -2.9543, 4.3176], [0.3504, -2.4643, 3.5402], [-0.9975, -2.5576, 3.9605], [-1.9918, -2.0249, 3.1956], [-1.6406, -1.3661, 2.0045], [-0.3996, -1.2688, 1.5666], [0.6042, -1.8403, 2.3058], [3.1542, -1.2443, 0.2766], [1.6302, -1.6759, -0.1787], [3.9840, -2.1249, 2.2607], [3.5382, -3.1528, 4.4635], [1.2220, -3.4401, 5.2626], [-1.2230, -3.0527, 4.8980], [-3.0307, -2.0842, 3.4883], [-2.4127, -0.8996, 1.3972], [1.5844, 3.5180, 4.6860], [1.3245, 2.0858, 4.5264], [-0.0720, 1.8172, 4.8677], [-1.0286, 2.6263, 4.1124], [-0.6971, 4.0414, 4.2886], [0.6776, 4.3627, 3.9081], [0.9002, 4.2431, 2.4732], [0.6209, 2.5029, 1.8604], [1.6388, 1.6454, 3.1709], [-1.0397, 2.2712, 2.6981], [2.6139, 3.7309, 4.3954], [1.4599, 3.7702, 5.7395], [-0.2102, 2.0319, 5.9278], [-0.2843, 0.7590, 4.6946], [-0.8253, 4.2923, 5.3419], [-1.3862, 4.6472, 3.6992], [1.9236, 4.5365, 2.2352], [0.2321, 4.9162, 1.9344], [2.6940, 1.8418, 2.9663], [1.4927, 0.5657, 3.1002], [-1.3651, 1.2333, 2.5942], [-1.7708, 2.8954, 2.1799], [-6.7797, -0.9260, -0.6475], [-5.2177, -0.2189, -0.9455], [-4.5897, 0.5125, 0.0456], [-3.3384, 1.0665, -0.2026], [-2.6811, 0.9172, -1.4352], [-1.3404, 1.4946, -1.6744], [-3.3667, 0.1835, -2.4212], [-4.6108, -0.3776, -2.1837], [-5.0833, 0.6604, 0.9983], [-2.8675, 1.6581, 0.5778], [-1.2875, 2.5315, -1.3189], [-1.0935, 1.4948, -2.7395], [-2.9198, 0.0728, -3.4031], [-5.1236, -0.9269, -2.9639], [-0.7379, -1.9000, -2.6713], [0.0382, -2.3420, -1.4759], [1.2058, -3.1224, -1.9782], [0.8143, -4.2490, -2.8023], [0.0369, -3.7437, -3.9436], [-1.1536, -3.0128, -3.5043], [-1.9829, -3.9113, -2.6934], [-1.2460, -4.4216, -1.5280], [-0.8262, -3.2914, -0.7202], [-0.0549, -5.1278, -2.0101], [-0.1163, -1.2205, -3.2589], [-1.6191, -1.3641, -2.3251], [1.7734, -3.4975, -1.1211], [1.8428, -2.4552, -2.5650], [-0.2685, -4.5864, -4.5629], [0.6658, -3.0803, -4.5397], [-2.3038, -4.7528, -3.3066], [-2.8650, -3.3685, -2.3493], [-0.2706, -3.6532, 0.1483], [-1.7111, -2.7552, -0.3773], [-0.3693, -5.9637, -2.6342], [0.5048, -5.5174, -1.1579]],
  "atomic_forces_ev_per_a": [[0.2, -0.2, -0.1], [-0.5, 0.2, 0.1], [0.0, 0.1, -0.2], [0.1, -0.1, 0.1], [0.1, 0.0, -0.1], [-0.1, 0.0, 0.0], [0.0, -0.1, 0.1], [0.1, -0.1, 0.1], [-0.1, 0.0, -0.1], [0.1, -0.1, 0.0], [-0.1, 0.0, 0.2], [-0.1, 0.2, -0.2], [0.1, 0.1, 0.0], [0.1, -0.2, 0.1], [0.0, 0.0, 0.0], [0.0, 0.0, 0.0], [0.0, 0.0, 0.0], [0.0, 0.0, 0.0], [0.0, 0.0, 0.0], [0.0, 0.0, 0.0], [-0.1, 0.0, -0.1], [0.1, 0.0, 0.0], [0.0, 0.1, -0.1], [0.0, 0.0, 0.0], [0.1, -0.1, -0.1], [0.0, 0.0, 0.0], [0.0, -0.1, 0.0], [-0.1, -0.3, 0.2], [-0.1, 0.1, 0.1], [0.1, 0.1, 0.1], [0.0, 0.0, 0.0], [0.0, 0.0, 0.0], [0.0, 0.0, 0.0], [0.0, 0.0, 0.0], [0.0, 0.0, 0.0], [0.0, 0.0, 0.0], [0.0, 0.0, 0.0], [0.0, 0.0, 0.0], [0.0, 0.0, 0.0], [0.0, 0.0, 0.0], [0.0, 0.0, 0.0], [0.0, 0.0, 0.0], [0.1, 0.0, 0.0], [-0.1, -0.1, 0.0], [0.1, 0.0, 0.0], [0.0, -0.2, 0.0], [0.2, 0.3, -0.1], [-0.2, 0.0, -0.3], [-0.1, 0.0, 0.1], [0.0, 0.0, 0.0], [0.0, 0.0, 0.0], [0.0, 0.1, 0.0], [0.0, 0.0, 0.0], [-0.1, 0.1, 0.0], [0.0, 0.0, 0.0], [0.0, 0.0, 0.0], [0.1, -0.1, 0.0], [0.1, 0.2, 0.0], [-0.1, -0.1, -0.1], [-0.1, 0.0, 0.0], [0.0, 0.0, 0.1], [0.0, 0.0, 0.0], [0.1, 0.0, 0.0], [0.0, 0.0, -0.1], [0.0, 0.0, -0.1], [0.0, 0.1, 0.0], [0.0, 0.0, 0.0], [0.0, 0.0, 0.0], [0.0, 0.0, 0.0], [0.0, 0.0, 0.0], [0.0, 0.0, 0.0], [0.0, 0.0, 0.0], [0.0, 0.0, 0.0], [0.0, 0.0, 0.0], [0.0, 0.0, 0.0], [0.0, 0.0, 0.0], [0.0, 0.0, 0.0], [0.0, 0.0, 0.0]],
  "e_tot_ha": -3061.5569,
  "largest_force_ev_per_a": 0.518,
  "charge": 1,
  "orbital_gap_ha": 0.22288,
  "lumo_ev": -3.39
}


{
  "formula": "C23H44BrIO10Si",
  "method": "wB97M-V/def2-TZVPD",
  "species": ["O", "C", "O", "C", "C", "Si", "Br", "I", "C", "C", "O", "O", "H", "H", "H", "H", "H", "H", "H", "H", "C", "C", "C", "O", "H", "H", "H", "H", "H", "H", "C", "C", "C", "O", "H", "H", "H", "H", "H", "H", "C", "C", "C", "O", "H", "H", "H", "H", "H", "H", "C", "C", "C", "O", "H", "H", "H", "H", "H", "H", "C", "C", "C", "O", "H", "H", "H", "H", "H", "H", "C", "C", "C", "O", "H", "H", "H", "H", "H", "H"],
  "coordinates": [[2.4924, 3.7259, -5.7944], [3.3188, 3.2647, -5.0479], [4.1301, 4.0482, -4.2739], [3.5906, 1.8034, -4.8872], [2.6777, 0.9737, -5.7847], [0.9096, 0.7999, -5.1840], [0.4541, -1.3814, -5.0099], [0.5424, 1.8166, -2.9846], [-0.3169, 1.5545, -6.4031], [-1.2060, 2.6062, -5.7980], [-0.9331, 3.7762, -5.7821], [-2.4008, 2.1368, -5.2958], [3.5681, 4.7234, -3.8814], [4.6364, 1.6327, -5.1267], [3.4709, 1.5174, -3.8488], [3.1078, -0.0182, -5.8730], [2.6603, 1.3967, -6.7817], [0.1823, 2.0206, -7.2428], [-0.9604, 0.7722, -6.7907], [-2.2310, 1.8124, -4.4047], [-1.4557, -4.1844, -3.2652], [-1.1363, -3.6578, -1.8862], [-1.6107, -4.4596, -0.7052], [-0.5221, -2.6251, -1.7433], [-1.0405, -3.4969, -3.9983], [-1.0158, -5.1736, -3.4028], [-2.5364, -4.2539, -3.3966], [-1.1651, -5.4567, -0.7225], [-2.6967, -4.5440, -0.7235], [-1.3134, -3.9554, 0.2100], [-1.4597, -1.2330, 1.7483], [-0.9662, -2.1970, 2.8005], [-0.5383, -1.5953, 4.1133], [-0.9122, -3.3872, 2.5902], [-1.7323, -1.7738, 0.8454], [-2.3292, -0.6894, 2.1219], [-0.6757, -0.5137, 1.5069], [-1.3733, -1.0722, 4.5831], [0.2700, -0.8812, 3.9451], [-0.1861, -2.3780, 4.7813], [-5.2373, -4.7276, 1.3697], [-5.6155, -3.9668, 0.1218], [-7.0808, -3.9247, -0.2371], [-4.7815, -3.4154, -0.5562], [-4.1607, -4.6786, 1.5173], [-5.7369, -4.2932, 2.2368], [-5.5416, -5.7714, 1.2778], [-7.6495, -3.4597, 0.5694], [-7.4567, -4.9372, -0.3915], [-7.2161, -3.3489, -1.1490], [-2.5245, 0.6901, 8.1947], [-1.7692, 1.3113, 7.0440], [-0.3528, 1.7586, 7.2967], [-2.2607, 1.4379, 5.9480], [-3.5229, 0.4103, 7.8675], [-1.9997, -0.1983, 8.5490], [-2.6022, 1.4019, 9.0178], [0.2592, 0.9109, 7.6084], [-0.3201, 2.5247, 8.0736], [0.0553, 2.1610, 6.3735], [1.5069, 3.1394, 3.0568], [1.9450, 1.7297, 3.3658], [2.5121, 0.9371, 2.2167], [1.8400, 1.2618, 4.4763], [1.1161, 3.6069, 3.9574], [2.3548, 3.7168, 2.6846], [0.7290, 3.1285, 2.2919], [3.3923, 1.4448, 1.8205], [1.7674, 0.8460, 1.4234], [2.7898, -0.0570, 2.5614], [6.0459, 3.8929, -1.1259], [4.9707, 2.9691, -0.6106], [4.5385, 1.8484, -1.5249], [4.4772, 3.1196, 0.4822], [6.2641, 4.6509, -0.3782], [6.9535, 3.3266, -1.3394], [5.7126, 4.3784, -2.0442], [5.3886, 1.2042, -1.7540], [4.1484, 2.2579, -2.4583], [3.7634, 1.2593, -1.0407]],
  "atomic_forces_ev_per_a": [[0.3, -0.2, 0.6], [-0.4, 0.5, -0.5], [-0.2, -0.6, 0.4], [-0.1, -0.2, -0.6], [0.3, -0.1, 0.4], [-0.1, -0.1, -0.5], [0.1, 0.3, 0.0], [0.1, -0.1, 0.0], [-0.6, 0.1, 0.1], [0.3, 1.0, -0.1], [-0.3, -0.7, -0.1], [0.2, 0.0, -0.1], [0.0, 0.6, -0.3], [0.3, 0.0, 0.0], [-0.1, 0.0, 0.0], [-0.1, -0.3, 0.0], [-0.1, 0.1, -0.2], [0.5, 0.1, 0.0], [0.0, -0.3, 0.0], [-0.1, -0.2, 0.3], [0.1, 0.2, 0.0], [-0.1, -0.1, 0.1], [0.2, 0.1, 0.1], [0.1, 0.1, 0.0], [-0.1, -0.1, 0.0], [-0.1, -0.1, 0.0], [0.0, -0.1, 0.0], [-0.1, 0.0, -0.1], [0.0, -0.1, -0.1], [0.0, -0.1, 0.1], [-0.1, -0.2, -0.1], [0.0, 0.1, 0.0], [0.1, -0.2, 0.1], [0.0, -0.1, 0.0], [0.0, 0.0, 0.0], [0.1, 0.1, 0.0], [0.0, 0.1, 0.1], [0.0, 0.1, -0.1], [-0.1, 0.1, 0.1], [0.0, 0.0, 0.0], [0.2, 0.1, -0.1], [0.0, 0.0, 0.1], [0.1, 0.1, -0.1], [0.0, 0.1, -0.1], [0.0, 0.0, 0.0], [-0.1, -0.1, 0.0], [-0.1, 0.0, 0.1], [0.0, -0.1, 0.0], [-0.1, 0.0, 0.1], [0.0, 0.0, 0.0], [-0.1, 0.0, -0.2], [0.2, 0.0, 0.0], [0.0, 0.1, -0.1], [-0.3, -0.1, -0.1], [0.0, 0.0, 0.0], [0.1, 0.1, 0.1], [0.1, 0.0, 0.1], [0.0, 0.0, 0.1], [0.0, -0.1, 0.1], [0.1, 0.0, 0.0], [0.0, 0.0, 0.2], [-0.1, 0.1, -0.1], [0.1, -0.2, 0.2], [0.0, -0.1, 0.1], [0.0, 0.0, 0.0], [0.0, 0.0, -0.1], [0.1, 0.0, -0.1], [-0.1, 0.1, -0.1], [0.1, 0.1, -0.1], [0.0, 0.0, 0.0], [-0.1, 0.1, 0.2], [0.1, 0.0, -0.1], [-0.1, 0.0, 0.2], [-0.1, 0.1, 0.1], [0.0, 0.0, 0.0], [0.0, 0.0, -0.1], [0.1, -0.1, -0.1], [0.0, 0.0, -0.1], [0.3, 0.1, 0.3], [0.0, 0.0, 0.0]],
  "e_tot_ha": -4816.4991,
  "largest_force_ev_per_a": 1.027,
  "orbital_gap_ha": 0.34223,
  "lumo_ev": 0.18,
  "smiles": "O=C(O)CC[Si@@](Br)(I)CC(=O)O.CC(C)=O.CC(C)=O.CC(C)=O.CC(C)=O.CC(C)=O.CC(C)=O"
}